--- 1 ---
Density functional theory data (ωB97M-V/def2-TZVPD) for one molecule with the formula C3H7BrS.

Results
- LUMO energy (eV) = 0.8
- charge = 0

Each line ends with the Mulliken charge.
CARTESIAN COORDINATES (ANGSTROEM)
C: 0.724 -1.868 0.838  -1.0648
C: -0.460 2.071 -0.310  -0.6329
C: 0.776 -0.323 -0.012  -0.2104
S: -0.459 0.656 0.893  -0.0463
Br: 2.473 0.499 -0.057  -0.1220
H: 1.705 -2.226 0.762  0.4081
H: 0.589 -1.594 1.871  0.3371
H: -0.121 -2.534 0.350  0.2802
H: -0.628 3.037 0.012  0.3603
H: -1.153 1.870 -1.206  0.2504
H: 0.510 1.846 -0.792  0.0892
H: 0.318 -0.647 -1.041  0.3512


--- 2 ---
Density functional theory data (ωB97M-V/def2-TZVPD) for a 2-piece molecular cluster, C3H7BrS overall.

Results
- LUMO energy (eV) = -0.1
- charge = 0

Each line ends with the Mulliken charge.
CARTESIAN COORDINATES (ANGSTROEM)
C: -0.642 0.790 0.208  -0.9932
C: -0.462 -0.573 0.781  -0.1896
C: 0.852 -1.205 0.351  -0.0470
S: 1.105 -2.701 -0.227  -0.2196
Br: 3.984 0.533 -0.128  -0.2063
H: -1.758 1.132 0.316  0.2580
H: -0.502 0.613 -0.971  0.2636
H: -0.079 1.568 0.653  0.3473
H: -0.291 -0.418 1.816  0.2314
H: -1.267 -1.348 0.433  0.2814
H: 1.634 -0.580 0.584  0.0500
H: 4.041 -0.550 0.823  0.2241


What should be chosen as the least stable of them? Choose 2.


--- 1 ---
Density functional theory data (ωB97M-V/def2-TZVPD) for C9H26CuF3N10O7 as an isolated structure.

Results
- LUMO energy (eV) = 0.3
- charge = 0

Each line ends with the Mulliken charge.
CARTESIAN COORDINATES (ANGSTROEM)
Cu: -0.382 0.188 -0.023  1.4851
C: 1.711 -1.487 1.981  -0.0843
O: 2.549 -2.124 0.997  -0.2432
O: 0.468 -1.419 1.498  -0.7629
C: 1.794 -2.225 3.322  0.8044
F: 3.071 -2.281 3.792  -0.3249
F: 1.070 -1.637 4.280  -0.2597
F: 1.405 -3.509 3.240  -0.3100
C: 3.900 -1.770 1.026  0.0647
C: 4.644 -2.533 -0.063  -1.3888
H: 4.157 -2.425 -1.039  0.2639
H: 5.705 -2.286 -0.089  0.4053
H: 4.576 -3.623 0.054  0.3425
H: 4.398 -2.042 1.963  0.2091
H: 4.143 -0.712 0.842  0.2470
H: 2.107 -0.457 2.126  0.1872
C: -0.415 1.983 2.747  0.5502
O: 0.183 2.058 1.686  -0.6056
N: -1.271 2.947 3.222  -0.4424
N: -0.257 0.898 3.553  -0.2034
H: -1.338 3.840 2.773  0.2262
H: -1.983 2.761 3.903  0.1574
H: -0.632 0.825 4.479  0.1512
H: 0.076 0.063 3.086  -0.1638
C: -2.885 -0.923 1.713  0.4853
O: -2.407 -0.218 0.837  -0.5369
N: -2.178 -1.330 2.807  -0.2954
N: -4.178 -1.397 1.622  -0.4565
H: -1.167 -1.357 2.723  0.2031
H: -2.665 -1.823 3.531  0.1546
H: -4.690 -1.306 0.769  0.2097
H: -4.504 -1.973 2.374  0.1315
C: 1.676 0.420 -2.853  0.3621
O: 1.622 0.361 -1.637  -0.4868
N: 0.597 0.219 -3.662  -0.2785
N: 2.883 0.659 -3.491  -0.5081
H: 0.547 0.679 -4.554  0.2117
H: -0.291 0.006 -3.216  0.2136
H: 3.612 0.634 -2.794  0.3000
H: 3.075 0.289 -4.403  0.2057
C: -2.807 -0.669 -2.377  0.6361
O: -1.605 -0.755 -2.152  -0.7478
N: -3.663 -1.726 -2.230  -0.4495
N: -3.355 0.448 -2.973  -0.4636
H: -3.369 -2.610 -1.862  0.2545
H: -4.646 -1.553 -2.341  0.1863
H: -4.152 0.338 -3.573  0.2023
H: -2.662 1.126 -3.236  0.1776
C: -0.509 3.048 -2.011  0.3133
O: -1.038 2.224 -1.288  -0.4000
N: -1.250 3.775 -2.921  -0.4302
N: 0.783 3.486 -1.844  -0.3416
H: -0.874 4.430 -3.579  0.1535
H: -2.193 3.449 -3.034  0.2290
H: 1.331 3.195 -1.054  0.2395
H: 1.284 3.817 -2.649  0.2201


--- 2 ---
Density functional theory data (ωB97M-V/def2-TZVPD) for C9H26CuF3N10O7 as an isolated structure.

Results
- LUMO energy (eV) = 0.0
- charge = 0

Each line ends with the Mulliken charge.
CARTESIAN COORDINATES (ANGSTROEM)
Cu: 0.760 -0.339 -0.094  1.1681
C: -2.169 0.552 1.011  0.3347
O: -3.220 0.989 0.135  -0.5244
O: -1.016 1.123 0.618  -0.8264
C: -2.668 0.870 2.430  0.5710
F: -3.998 0.675 2.577  -0.3012
F: -2.091 0.078 3.360  -0.2514
F: -2.450 2.137 2.797  -0.2829
C: -3.410 0.167 -0.989  0.1276
C: -4.533 0.784 -1.826  -1.5282
H: -4.364 0.571 -2.882  0.3463
H: -5.484 0.255 -1.670  0.3894
H: -4.794 1.783 -1.487  0.3828
H: -3.641 -0.864 -0.693  0.4964
H: -2.553 0.087 -1.671  0.0124
H: -2.004 -0.541 0.996  -0.0102
C: -0.168 -2.338 2.618  0.6268
O: 0.406 -1.997 1.588  -0.6551
N: -1.283 -3.106 2.659  -0.4106
N: 0.391 -2.112 3.839  -0.3502
H: -1.806 -3.164 1.802  0.2413
H: -1.800 -3.259 3.505  0.1874
H: 1.314 -1.718 3.884  0.2038
H: -0.077 -2.442 4.661  0.1412
C: 3.892 0.214 -1.124  0.5588
O: 2.817 0.452 -0.595  -0.4022
N: 4.844 -0.603 -0.563  -0.4318
N: 4.367 0.892 -2.214  -0.4578
H: 5.573 -0.941 -1.166  0.2110
H: 4.541 -1.231 0.162  0.2106
H: 3.783 1.111 -3.002  0.2285
H: 5.333 0.742 -2.450  0.1782
C: -0.573 3.103 -2.235  0.5281
O: -0.284 3.485 -3.373  -0.7249
N: -1.835 3.044 -1.756  -0.3843
N: 0.372 2.620 -1.390  -0.2676
H: -2.537 3.107 -2.469  0.2117
H: -1.993 2.594 -0.862  0.2167
H: 1.228 2.340 -1.824  0.0776
H: -0.036 2.313 -0.510  0.3571
C: 0.108 -1.929 -3.231  0.6412
O: 0.691 -1.651 -2.196  -0.6273
N: 0.159 -1.183 -4.367  -0.4405
N: -0.754 -2.987 -3.326  -0.4592
H: 0.850 -0.451 -4.364  0.2176
H: -0.015 -1.633 -5.248  0.1996
H: -1.069 -3.457 -2.498  0.2251
H: -1.325 -3.027 -4.151  0.1710
C: 3.002 0.167 3.666  0.4019
O: 3.690 -0.743 4.112  -0.6399
N: 2.419 1.127 4.442  -0.3686
N: 2.810 0.341 2.325  -0.0566
H: 2.170 1.980 3.975  0.1801
H: 2.526 1.077 5.436  0.2274
H: 2.745 1.273 1.950  0.1534
H: 3.158 -0.338 1.679  -0.0234


What should be chosen as the least stable of them? Choose 2.


--- 1 ---
Density functional theory data (ωB97M-V/def2-TZVPD) for C5H14NOS as an isolated structure.

Results
- LUMO energy (eV) = -3.2
- charge = +1

Each line ends with the Mulliken charge.
CARTESIAN COORDINATES (ANGSTROEM)
C: 2.285 0.605 -0.263  -1.2818
C: 1.362 -1.864 0.048  -1.4527
C: -3.294 0.036 -0.295  -0.7442
C: 1.293 -0.482 -0.622  0.2843
C: -0.488 0.330 -0.051  0.0298
N: -0.139 0.737 1.367  -0.1899
O: -0.827 1.570 -0.576  -0.5193
S: -1.817 -1.006 -0.115  -0.0186
H: 2.037 1.461 -0.840  0.4115
H: 2.532 1.012 0.744  0.4289
H: 3.149 0.128 -0.715  0.3651
H: 1.499 -1.918 1.057  0.3766
H: 2.020 -2.445 -0.545  0.4297
H: 0.420 -2.396 -0.217  0.3876
H: -3.749 -0.174 -1.325  0.2826
H: -2.950 1.050 -0.193  0.2254
H: -4.130 -0.069 0.370  0.3470
H: 1.244 -0.538 -1.706  0.3195
H: -0.661 1.495 1.672  0.3636
H: 0.828 0.987 1.484  0.1323
H: -0.287 -0.044 2.108  0.4264
H: -0.328 1.526 -1.387  0.3963


--- 2 ---
Density functional theory data (ωB97M-V/def2-TZVPD) for C5H14NOS as an isolated structure.

Results
- LUMO energy (eV) = -3.4
- charge = +1

Each line ends with the Mulliken charge.
CARTESIAN COORDINATES (ANGSTROEM)
C: -1.602 0.096 -1.803  -1.7034
C: -1.999 0.065 0.491  -1.2323
C: 2.601 0.491 1.931  -0.8958
C: -1.107 0.686 -0.512  0.2603
C: 0.639 -0.033 -0.018  -0.1710
N: 0.510 -1.446 -0.373  -0.1235
O: 1.605 0.638 -0.774  -0.5297
S: 0.811 0.258 1.725  0.0446
H: -0.940 0.370 -2.610  0.4151
H: -1.803 -0.918 -1.998  0.5067
H: -2.471 0.733 -1.926  0.4446
H: -2.228 -0.997 0.381  0.3070
H: -3.011 0.457 0.411  0.4340
H: -1.732 0.280 1.617  0.3080
H: 2.735 1.490 2.427  0.3604
H: 3.080 0.575 0.900  0.3185
H: 3.009 -0.407 2.332  0.3474
H: -1.029 1.738 -0.661  0.3576
H: 1.352 -1.847 -0.675  0.3888
H: -0.233 -1.590 -1.194  0.2653
H: 0.165 -2.025 0.460  0.4679
H: 1.648 1.388 -0.130  0.4293


What should be chosen as the least stable of them? Choose 2.


--- 1 ---
Density functional theory data (ωB97M-V/def2-TZVPD) for C2H3BF2O as an isolated structure.

Results
- LUMO energy (eV) = -0.3
- charge = 0

Each line ends with the Mulliken charge.
CARTESIAN COORDINATES (ANGSTROEM)
B: 0.945 1.171 -0.189  0.4924
C: -1.730 0.814 0.077  0.5400
C: -0.587 -0.054 0.322  -0.6381
O: -2.168 1.665 0.769  -0.4716
F: -2.404 0.454 -1.051  -0.2425
F: 1.664 2.386 -0.108  -0.2994
H: -0.650 -0.186 1.386  0.3224
H: 1.509 0.682 -1.151  -0.0384
H: -0.530 -0.713 -0.456  0.3353


--- 2 ---
Density functional theory data (ωB97M-V/def2-TZVPD) for one molecule with the formula C2H3BF2O.

Results
- LUMO energy (eV) = -1.0
- charge = 0

Each line ends with the Mulliken charge.
CARTESIAN COORDINATES (ANGSTROEM)
B: 1.418 -0.242 -0.302  0.1969
C: -1.368 -0.233 -0.086  0.5878
C: -0.220 0.529 0.398  -0.0858
O: -2.278 0.112 -0.713  -0.4028
F: -1.093 -1.599 0.194  -0.2526
F: -0.247 1.884 0.208  -0.2638
H: 1.184 -0.929 -1.389  0.0000
H: 2.458 0.105 0.221  0.0163
H: 0.146 0.373 1.470  0.2040


What should be chosen as the least stable of them? Choose 2.


--- 1 ---
Density functional theory data (ωB97M-V/def2-TZVPD) for a 2-piece molecular cluster, C3H3BrF2 overall.

Results
- LUMO energy (spin up / spin down) (eV) = -0.5 / -0.6
- charge = 0

Each line ends with the Mulliken charge.
CARTESIAN COORDINATES (ANGSTROEM)
C: 0.284 -2.599 0.483  -0.4421
C: 0.049 -1.570 -0.264  0.1215
C: 3.490 -0.599 -0.931  -0.0994
F: -0.280 -0.316 0.032  -0.1830
F: 2.276 -0.455 -1.381  -0.1252
Br: 4.036 0.569 0.527  -0.0883
H: 0.051 -2.704 1.561  0.2614
H: 0.860 -3.394 -0.017  0.2416
H: 3.615 -1.656 -0.787  0.3135


--- 2 ---
Density functional theory data (ωB97M-V/def2-TZVPD) for a 2-piece molecular cluster, C3H3BrF2 overall.

Results
- LUMO energy (spin up / spin down) (eV) = -0.1 / -0.1
- charge = 0

Each line ends with the Mulliken charge.
CARTESIAN COORDINATES (ANGSTROEM)
C: -0.943 0.396 -0.354  -0.3921
C: -0.874 -0.750 0.236  0.2475
C: 2.050 -1.374 0.308  -0.0780
F: -1.673 -1.697 0.648  -0.1742
F: 2.292 -2.171 -0.740  -0.1776
Br: 2.582 0.395 0.066  -0.0566
H: -1.872 0.874 -0.646  0.2866
H: -0.038 0.945 -0.572  0.0332
H: 2.294 -1.831 1.256  0.3113


What should be chosen as the least stable of them? Choose 1.


--- 1 ---
Density functional theory data (ωB97M-V/def2-TZVPD) for a 2-piece molecular cluster, C2H2Cl3NO overall.

Results
- LUMO energy (eV) = 0.3
- charge = 0

Each line ends with the Mulliken charge.
CARTESIAN COORDINATES (ANGSTROEM)
C: 1.902 -0.136 -1.066  -0.2369
C: -1.774 0.304 0.574  0.1023
N: 2.456 -0.700 -0.223  0.4596
O: 3.248 -1.134 0.612  -0.5629
Cl: -3.387 -0.175 0.889  -0.0893
Cl: -1.284 0.047 -1.118  -0.1338
Cl: -1.392 2.036 1.010  -0.1439
H: 1.267 -0.090 -1.882  0.3361
H: -1.036 -0.153 1.204  0.2688


--- 2 ---
Density functional theory data (ωB97M-V/def2-TZVPD) for C2H2Cl3NO as an isolated structure.

Results
- LUMO energy (eV) = -0.4
- charge = 0

Each line ends with the Mulliken charge.
CARTESIAN COORDINATES (ANGSTROEM)
C: -0.730 0.217 -0.503  -0.4927
C: 1.066 0.153 0.132  0.3467
N: -1.773 -0.276 0.300  0.0461
O: -1.619 -0.639 1.434  -0.2567
Cl: 2.069 1.215 -0.799  -0.1074
Cl: 1.312 -1.671 -0.176  -0.1540
Cl: 1.159 0.486 1.897  -0.1005
H: -0.880 1.168 -1.042  0.3792
H: -0.603 -0.652 -1.244  0.3394


What should be chosen as the least stable of them? Choose 2.